{
  "formula": "C45H120O45S15",
  "method": "wB97M-V/def2-TZVPD",
  "lumo_ha": -0.0039,
  "relative_energy_kcal_mol": 133.7,
  "energy_ev": -303264.56196,
  "e_homo_ev": -10.3,
  "max_force_ev_per_a": 4.47,
  "gap_ev": 10.155,
  "species": ["O", "S", "O", "O", "C", "C", "C", "H", "H", "H", "H", "H", "H", "H", "H", "O", "S", "O", "O", "C", "C", "C", "H", "H", "H", "H", "H", "H", "H", "H", "O", "S", "O", "O", "C", "C", "C", "H", "H", "H", "H", "H", "H", "H", "H", "O", "S", "O", "O", "C", "C", "C", "H", "H", "H", "H", "H", "H", "H", "H", "O", "S", "O", "O", "C", "C", "C", "H", "H", "H", "H", "H", "H", "H", "H", "O", "S", "O", "O", "C", "C", "C", "H", "H", "H", "H", "H", "H", "H", "H", "O", "S", "O", "O", "C", "C", "C", "H", "H", "H", "H", "H", "H", "H", "H", "O", "S", "O", "O", "C", "C", "C", "H", "H", "H", "H", "H", "H", "H", "H", "O", "S", "O", "O", "C", "C", "C", "H", "H", "H", "H", "H", "H", "H", "H", "O", "S", "O", "O", "C", "C", "C", "H", "H", "H", "H", "H", "H", "H", "H", "O", "S", "O", "O", "C", "C", "C", "H", "H", "H", "H", "H", "H", "H", "H", "O", "S", "O", "O", "C", "C", "C", "H", "H", "H", "H", "H", "H", "H", "H", "O", "S", "O", "O", "C", "C", "C", "H", "H", "H", "H", "H", "H", "H", "H", "O", "S", "O", "O", "C", "C", "C", "H", "H", "H", "H", "H", "H", "H", "H", "O", "S", "O", "O", "C", "C", "C", "H", "H", "H", "H", "H", "H", "H", "H"],
  "positions_angstrom": [[21.934745, -22.346094, 17.367571], [21.331083, -22.480665, 18.686610], [21.933042, -22.008363, 19.980946], [19.742357, -22.014808, 18.658967], [18.979250, -22.190370, 17.442324], [17.550343, -21.774837, 17.786509], [21.015422, -24.307171, 18.940526], [18.933466, -23.241328, 17.156840], [19.252729, -21.585796, 16.577576], [17.041555, -22.620903, 18.248472], [16.889343, -21.407228, 17.001625], [17.607805, -20.947803, 18.494193], [20.336969, -24.383364, 19.790224], [21.967006, -24.832404, 19.022465], [20.390007, -24.482610, 18.065203], [13.404304, -19.603110, 11.255898], [13.514149, -18.591685, 10.226229], [14.147615, -19.000851, 8.927882], [12.044592, -17.887497, 10.064595], [11.176064, -17.594621, 11.213868], [11.231821, -16.129351, 11.600211], [14.438804, -17.166547, 10.928018], [11.348056, -18.303648, 12.023676], [10.199632, -17.964350, 10.900862], [12.200213, -15.857021, 12.019912], [10.335358, -15.886640, 12.170785], [11.108006, -15.584134, 10.664528], [14.124112, -17.075165, 11.967595], [14.219665, -16.306102, 10.295795], [15.500655, -17.403249, 10.860635], [14.198163, -23.642429, 8.643572], [15.029837, -23.885605, 9.805957], [14.857312, -25.087739, 10.555100], [16.622869, -23.828763, 9.232441], [17.674653, -24.306627, 10.103643], [18.940251, -23.942059, 9.350862], [15.247055, -22.419779, 10.871576], [17.411859, -25.354670, 10.247345], [17.768519, -23.745481, 11.033362], [19.079147, -22.876593, 9.167593], [19.056062, -24.613729, 8.500239], [19.790422, -24.259059, 9.954874], [15.801727, -21.670719, 10.306470], [15.723920, -22.659485, 11.821966], [14.247323, -22.029367, 11.061917], [23.219153, -17.751989, 17.464739], [22.309387, -17.414455, 18.551259], [22.235670, -16.073759, 19.135736], [20.768981, -17.952508, 18.235244], [19.699262, -17.306769, 18.796353], [18.348787, -17.904095, 18.365778], [22.555887, -18.584080, 19.830221], [19.784762, -16.312403, 18.358133], [19.792419, -17.191152, 19.876193], [17.501113, -17.269900, 18.625306], [18.259557, -18.883405, 18.835980], [18.292777, -18.113103, 17.297472], [22.830030, -19.502382, 19.310914], [21.601357, -18.761005, 20.325850], [23.253658, -18.259912, 20.602319], [20.954331, -26.820513, 8.010566], [21.828632, -26.705055, 9.165341], [22.078484, -25.486168, 9.937257], [21.411567, -27.904107, 10.314476], [22.252225, -28.151487, 11.401827], [21.433041, -28.823659, 12.440653], [23.526643, -27.396344, 8.596726], [22.661029, -27.263152, 11.883325], [23.049938, -28.847613, 11.142646], [21.886402, -29.187831, 13.362578], [20.846680, -29.619475, 11.981360], [20.654705, -28.131467, 12.761826], [24.201602, -27.307567, 9.448000], [23.870671, -26.874191, 7.703920], [23.420269, -28.471821, 8.454841], [18.866214, -15.761429, 15.485540], [19.530605, -14.923685, 14.422852], [19.668726, -13.489958, 14.690840], [21.013953, -15.571286, 14.015266], [21.154721, -16.955367, 14.087687], [22.038306, -17.390403, 12.898811], [18.632829, -15.085186, 12.776339], [20.209271, -17.477815, 13.941816], [21.577335, -17.201395, 15.061833], [22.281515, -18.432971, 13.103752], [23.034369, -16.953928, 12.972575], [21.615050, -17.175807, 11.917540], [19.030229, -14.454541, 11.981059], [17.584743, -14.791931, 12.836632], [18.822659, -16.071316, 12.352542], [13.587336, -22.337434, 16.436757], [13.199678, -21.859427, 15.116945], [13.956934, -22.322171, 13.951748], [11.615326, -22.293449, 14.875986], [11.117544, -22.323280, 13.549263], [11.426165, -23.707947, 12.892384], [12.874716, -20.004677, 15.127343], [11.517569, -21.498448, 12.959561], [10.040926, -22.161597, 13.602565], [11.207257, -23.553592, 11.835812], [10.893020, -24.574201, 13.284131], [12.476204, -24.000366, 12.888081], [12.789405, -19.584532, 14.125202], [13.706055, -19.490355, 15.609487], [11.904869, -19.900405, 15.613779], [14.539304, -17.459978, 17.264661], [13.755352, -16.964008, 18.353217], [12.691259, -16.002856, 18.186811], [13.257560, -18.221146, 19.283351], [13.906889, -19.421698, 19.254964], [13.459258, -20.273250, 20.491094], [14.874520, -16.261458, 19.627587], [14.992144, -19.327064, 19.291818], [13.588136, -19.927880, 18.343770], [12.374517, -20.379820, 20.500354], [13.901500, -19.754227, 21.341460], [13.877030, -21.277045, 20.568271], [15.462625, -15.548208, 19.050090], [15.500091, -17.041019, 20.062387], [14.181220, -15.724339, 20.274845], [19.207656, -16.722609, 8.988337], [17.958624, -15.962483, 8.901211], [17.243497, -15.585735, 10.132276], [18.190371, -14.684947, 7.957059], [17.068268, -13.835620, 7.677145], [17.406527, -12.375384, 7.743305], [16.829340, -16.981674, 7.828370], [16.189568, -14.113416, 8.259230], [16.658606, -13.893048, 6.668693], [17.797893, -12.100851, 8.722884], [16.540227, -11.721871, 7.640659], [18.231594, -12.089731, 7.090797], [15.827798, -16.580650, 7.983884], [16.907602, -18.036045, 8.093485], [17.267334, -16.782766, 6.850256], [15.946161, -12.578380, 17.831890], [14.957304, -12.066951, 16.879093], [14.819956, -10.666397, 16.670813], [15.178269, -12.800952, 15.390585], [15.679114, -14.125720, 15.374509], [14.900096, -14.987335, 14.298020], [13.314810, -12.786141, 17.291076], [15.489544, -14.652172, 16.309928], [16.747344, -14.111679, 15.158195], [15.377939, -14.996555, 13.318396], [13.888048, -14.582812, 14.313185], [14.808420, -16.016754, 14.644433], [12.570747, -12.547849, 16.531017], [13.020272, -12.461038, 18.288900], [13.411505, -13.870021, 17.228152], [25.208082, -22.686748, 12.976352], [24.256082, -21.698247, 13.436003], [24.159682, -20.399483, 12.803162], [22.713006, -22.398743, 13.339736], [22.536825, -23.712438, 13.847548], [21.273719, -24.150221, 13.111096], [24.361197, -21.446649, 15.241674], [22.315566, -23.799770, 14.911277], [23.329588, -24.404736, 13.564076], [21.240838, -23.862364, 12.060309], [20.430693, -23.749254, 13.673810], [21.088515, -25.217868, 13.229162], [24.665922, -20.414830, 15.416539], [25.031798, -22.189233, 15.674079], [23.379711, -21.593746, 15.692383], [21.535782, -19.878449, 6.869543], [21.601232, -20.171451, 8.288800], [20.372415, -20.526363, 9.021291], [22.825463, -21.266548, 8.635882], [22.761044, -22.197629, 9.769878], [24.146854, -22.814526, 9.788411], [22.433939, -18.717567, 9.069485], [22.020502, -22.994156, 9.697575], [22.540484, -21.724601, 10.726804], [24.327733, -23.347575, 8.855007], [24.237001, -23.525811, 10.609424], [24.893181, -22.024992, 9.876326], [21.643534, -17.967049, 9.079273], [23.357033, -18.401118, 8.583843], [22.584081, -18.980018, 10.116715], [17.435391, -20.061948, 3.195564], [17.444071, -19.760093, 4.620128], [16.385976, -18.873003, 5.207537], [17.580127, -21.169105, 5.537161], [17.444960, -20.988831, 6.897774], [15.967546, -21.137460, 7.206445], [19.023306, -18.967341, 4.972093], [17.749489, -20.020496, 7.294854], [18.004232, -21.705899, 7.498709], [15.368364, -20.369251, 6.717629], [15.769155, -21.107259, 8.277813], [15.709683, -22.093226, 6.750246], [19.225591, -18.031564, 4.451042], [19.872536, -19.642721, 4.868294], [18.965884, -18.694270, 6.025770], [17.900447, -25.282439, 15.547923], [17.297849, -24.847038, 14.311066], [17.591874, -23.539014, 13.751253], [17.561686, -25.952919, 13.125397], [17.707562, -27.334303, 13.431136], [17.365337, -28.165965, 12.194205], [15.437438, -25.103546, 14.467796], [17.001666, -27.599536, 14.218201], [18.736102, -27.457233, 13.770402], [17.106677, -29.180975, 12.495784], [18.137226, -28.144856, 11.424891], [16.492852, -27.748271, 11.691806], [15.270154, -26.167719, 14.634059], [14.930585, -24.726438, 13.579544], [15.082843, -24.535272, 15.327695], [17.784831, -20.127335, 10.283512], [18.053630, -19.871468, 11.697726], [18.576008, -18.604671, 12.149071], [16.657977, -20.267680, 12.553487], [16.633381, -19.918953, 13.952969], [16.383354, -18.435313, 14.352210], [19.345193, -20.948417, 12.397353], [17.545061, -20.309931, 14.404704], [15.866245, -20.477604, 14.489178], [17.078617, -17.714006, 13.922754], [16.703973, -18.240024, 15.375513], [15.323613, -18.220382, 14.214906], [20.059671, -21.298674, 11.652412], [18.761320, -21.668146, 12.971103], [19.833513, -20.351326, 13.167500]],
  "atomic_forces_ev_per_a": [[-0.5, 0.6, 1.5], [0.0, -1.9, 2.7], [-1.6, -0.3, -4.0], [1.9, 0.3, -0.2], [-1.5, 0.0, -0.7], [-0.2, -0.1, 1.0], [-0.5, 2.1, -0.5], [0.5, 0.0, -0.1], [1.0, 0.0, 0.4], [-0.1, 0.2, 0.2], [0.5, -0.3, -0.5], [-0.1, -0.1, 0.2], [0.5, 0.0, 0.2], [-0.3, 0.0, -0.1], [0.5, -0.8, -0.2], [-0.2, 0.4, -0.4], [1.6, -0.2, -1.0], [-2.6, 1.7, 3.3], [1.0, -0.6, -0.5], [0.1, -1.1, 0.0], [-0.3, -0.5, -1.2], [-0.3, -1.1, -0.8], [0.8, 0.2, 0.2], [-0.2, 0.7, -0.5], [-0.4, 0.1, 0.4], [0.4, 0.1, 0.5], [0.1, 0.2, 0.0], [0.0, 0.2, -0.2], [0.0, 0.0, 0.3], [0.0, -0.1, 0.1], [0.9, 0.0, 1.6], [2.5, 1.6, -1.7], [-0.2, -0.3, 0.6], [-2.3, 0.0, 0.4], [-0.2, 0.9, -0.8], [0.7, -1.8, 0.4], [-1.2, -0.4, -0.4], [0.9, -0.1, 0.3], [-0.8, -0.1, 0.4], [-0.4, -0.1, -0.2], [-0.2, 0.6, -0.6], [0.1, 0.1, 0.4], [0.0, -0.3, 0.0], [0.1, -0.3, -0.3], [0.0, 0.0, 0.1], [-1.8, 0.7, 1.0], [-0.3, 0.7, 0.9], [0.0, -1.8, -1.4], [3.0, -1.6, -1.7], [-1.8, 2.7, -0.4], [0.9, -0.9, 0.2], [0.0, -0.6, 0.5], [-0.6, 0.5, 0.5], [-0.1, -0.3, 0.2], [0.2, 0.1, 0.2], [-0.3, 0.0, 0.2], [0.3, 0.4, -0.1], [0.2, 0.0, 0.4], [0.0, 0.1, -0.1], [0.3, 0.0, -0.5], [0.6, 0.3, 2.3], [2.3, -1.3, 0.3], [-0.8, -1.5, -1.3], [-0.6, 1.7, -2.7], [1.4, -0.3, 1.3], [-2.2, -0.3, 0.5], [-1.4, 0.1, 1.2], [0.2, 0.4, -0.6], [0.3, 0.2, -0.4], [0.6, 0.0, -0.4], [0.2, -0.4, 0.0], [0.0, 0.2, 0.1], [0.0, 0.5, -0.1], [-0.2, 0.0, 0.2], [-0.4, 0.2, -0.4], [1.7, 1.6, -2.9], [-1.2, 0.1, 0.6], [0.3, -2.5, -0.5], [-2.3, 2.9, 0.6], [0.5, -1.6, -1.2], [0.7, -0.1, 1.5], [0.9, -0.2, 0.3], [-0.3, 0.1, 0.3], [0.1, -0.2, -0.1], [-0.4, -0.4, -0.6], [-0.1, 0.5, -0.1], [-0.2, -0.3, 0.2], [0.6, 0.5, 0.7], [0.1, -0.5, 0.5], [-0.5, -0.4, 0.5], [-0.7, 0.9, -1.6], [-1.1, -0.3, -1.0], [-0.8, 1.1, 1.7], [1.7, 0.4, 1.7], [0.4, -1.6, -0.9], [0.1, 1.0, -0.6], [0.5, -1.0, -0.1], [0.3, -0.1, -0.1], [0.0, -0.1, 0.3], [-0.3, -0.4, -0.1], [-0.4, 0.4, 0.1], [0.1, 0.5, 0.3], [0.1, -0.6, -0.3], [-0.2, -0.1, 0.3], [0.3, 0.0, 0.3], [-0.4, -0.2, -0.5], [1.1, 0.4, 2.9], [0.5, -1.5, -0.2], [-1.8, 3.3, -0.5], [0.4, -3.4, 0.1], [0.6, 0.9, -0.5], [-0.9, 0.2, -1.7], [0.1, 0.2, -0.2], [0.5, -0.3, -0.1], [0.1, 0.3, 0.3], [-0.7, 0.1, 0.4], [0.2, 0.0, -0.7], [0.2, 0.1, 0.3], [-0.3, 0.2, 0.1], [0.4, -0.3, 0.3], [-1.5, 2.0, -0.1], [-0.7, -2.6, 0.6], [1.2, -0.1, -1.8], [0.2, -0.3, 0.3], [-1.5, 0.7, -0.7], [1.1, 0.7, 1.7], [1.1, 1.3, 0.9], [0.3, 0.1, 0.7], [0.7, -1.2, -0.5], [0.0, -0.2, 0.3], [-0.1, -0.3, -0.5], [-0.4, -0.1, -0.5], [0.0, -0.2, -0.4], [0.0, 0.2, 0.2], [-0.5, -0.3, -0.2], [-1.5, 0.6, -1.5], [0.1, -2.1, 0.4], [0.1, -0.2, -0.4], [-0.4, 1.6, 1.5], [-0.3, -1.9, -1.0], [0.4, 0.8, 1.2], [0.8, -0.1, -0.5], [0.3, 0.3, 0.3], [-0.1, 0.0, 0.3], [-0.3, 0.3, 0.0], [-0.1, 0.0, -0.6], [0.3, 0.0, 0.1], [0.2, 0.6, 0.1], [0.1, 0.0, -0.1], [0.2, 0.0, 0.4], [-0.8, 0.9, 0.5], [-1.1, -0.4, 0.6], [-0.2, -1.5, 0.4], [2.4, 1.7, 0.2], [-1.0, -1.3, -1.4], [-0.7, -0.4, 1.0], [-0.1, -0.2, -0.5], [0.5, 0.6, 0.2], [0.5, 0.4, 0.1], [0.1, -0.1, 0.1], [-0.3, 0.5, -0.4], [0.4, -0.3, -0.3], [0.2, -0.2, -0.1], [0.2, 0.2, -0.2], [0.0, 0.1, -0.3], [0.2, -1.0, 1.3], [0.7, 0.5, 1.4], [2.3, 0.3, -1.1], [-2.0, 0.5, -0.6], [0.4, -0.3, 0.1], [-0.1, 0.1, -0.1], [-1.5, -0.8, 0.3], [-0.2, 0.2, -0.8], [0.1, 0.7, -0.2], [0.0, 0.0, 0.0], [0.0, 0.1, 0.1], [0.1, -0.1, 0.2], [0.2, 0.3, -0.3], [-0.3, -0.3, -0.2], [0.3, -0.2, -0.1], [-0.4, -0.4, 2.2], [-0.7, 1.6, 0.3], [2.4, -2.3, -1.4], [0.9, 1.8, -3.7], [-1.7, 0.8, 2.9], [-0.1, -0.4, -0.1], [0.1, -0.1, 1.1], [0.5, 0.3, -0.5], [0.3, -0.3, -0.7], [0.2, 0.0, 0.1], [0.0, -0.2, -0.1], [-0.5, -0.1, 0.5], [-0.6, -0.3, -0.5], [-0.3, -0.2, -0.2], [0.1, -0.1, 0.1], [0.1, 0.3, -0.7], [-2.2, -0.8, -0.8], [-0.1, -1.5, 0.5], [0.1, 2.3, 0.4], [-0.1, -0.6, 0.0], [-0.1, 0.6, -0.1], [1.3, 0.6, 0.1], [0.2, 0.0, 0.2], [-0.1, -0.4, 0.1], [0.3, 0.0, -0.1], [0.3, -0.2, 0.2], [-0.2, 0.1, 0.2], [0.1, 0.1, -0.1], [0.3, -0.2, -0.1], [0.2, 0.0, 0.0], [-0.3, 0.3, 2.6], [0.9, -0.4, -0.4], [-1.2, 0.5, -0.5], [1.0, 0.8, -1.0], [0.7, 0.8, 1.2], [0.9, -0.5, -0.4], [-1.3, 0.0, 0.6], [0.3, 0.3, 0.0], [-0.3, -0.5, -0.9], [-0.4, -0.1, -1.0], [-0.6, -0.7, 0.5], [0.2, 0.4, 0.0], [-0.5, -0.2, 0.0], [0.5, -0.9, -0.5], [0.1, 0.2, -0.4]]
}


{
  "formula": "C3H5NO3",
  "method": "wB97M-V/def2-TZVPD",
  "lumo_ha": 0.0014,
  "relative_energy_kcal_mol": 85.0,
  "energy_ev": -10821.99986,
  "e_homo_ev": -8.8,
  "max_force_ev_per_a": 2.64,
  "gap_ev": 8.861,
  "species": ["C", "C", "C", "O", "O", "N", "O", "H", "H", "H", "H", "H"],
  "positions_angstrom": [[0.266746, -0.698419, 0.834808], [0.971919, 0.038871, -0.622236], [-0.845839, 0.234011, 0.651965], [0.846386, -0.855444, -1.662460], [-2.070626, -0.043836, 1.092668], [-0.608788, 0.966217, -0.385459], [1.918959, 0.793572, -0.535302], [1.706197, -0.890376, -2.104892], [-2.712984, 0.582841, 0.724948], [-0.422482, 1.962245, -0.439355], [0.962647, -0.340937, 1.589157], [-0.012135, -1.748745, 0.856158]],
  "atomic_forces_ev_per_a": [[1.0, 1.0, -1.5], [0.1, -1.3, 2.2], [-1.3, -1.7, -1.5], [-0.6, 0.0, 0.1], [0.5, 0.7, 1.0], [0.9, 1.4, -0.5], [0.1, 0.0, 0.0], [-0.1, 0.4, 0.0], [0.1, 0.0, -0.1], [-0.8, 0.0, -0.2], [0.0, -0.3, 0.2], [0.2, 0.0, 0.2]]
}